# C32H51FeN4OP2S

A structure of composition C32H51FeN4OP2S in a non-equilibrium geometry (ωB97M-V/def2-TZVPD, OMol25).

XYZ file:
```
92
Properties=species:S:1:pos:R:3:mulliken_spin:R:1
Fe -0.033 0.191 0.317 3.5064
S 0.592 -0.210 3.312 0.0256
P 1.975 1.538 0.018 -0.0899
P -2.255 -0.763 0.378 -0.0827
O -1.308 1.642 2.727 -0.0267
N -0.199 1.591 5.193 0.0022
N 1.885 0.652 5.506 0.0043
N -0.828 1.185 -1.242 0.0196
N 0.858 -1.346 -0.476 -0.0328
C 4.312 1.955 -1.655 -0.0054
C 3.732 3.706 0.909 0.0049
C -3.317 -2.967 1.972 0.0110
C -0.168 2.285 -1.663 0.0476
C 1.089 2.834 -0.972 -0.0154
C -2.189 1.249 -3.191 0.1614
C 3.936 -0.323 -0.633 -0.0075
C -2.248 -2.719 0.897 0.0087
C 3.259 0.908 -1.257 0.0509
C -0.645 3.007 -2.746 0.1073
C 2.569 0.509 -2.578 -0.0297
C -0.587 0.750 2.274 -0.0375
C 0.512 -4.541 -4.854 -0.0125
C -0.407 -3.519 -4.597 0.0074
C -4.102 0.104 2.379 0.0115
C -1.924 0.717 -1.929 0.0217
C -3.848 0.107 0.885 0.0623
C 0.713 -3.025 -2.425 -0.0002
C -2.759 -0.218 -1.251 0.5132
C 1.479 -4.852 -3.889 0.0027
C -0.930 -3.266 1.486 -0.0061
C 1.202 -2.180 -1.319 -0.2319
C -3.678 1.588 0.462 0.0402
C 2.837 2.568 1.421 0.0141
C -2.548 -3.476 -0.397 0.0179
C -0.334 -2.763 -3.399 -0.0120
C 1.757 3.237 2.290 0.0065
C -1.645 2.469 -3.532 -0.0337
C -4.959 -0.607 0.066 0.0176
C 3.635 1.584 2.286 0.0226
C 0.769 0.785 4.781 0.0160
C 1.516 -4.126 -2.698 -0.0440
H -0.091 -3.186 0.781 -0.0005
H 5.045 2.160 -0.867 0.0014
H -3.051 -2.451 2.908 0.0000
H -4.873 0.862 2.575 0.0023
H -0.975 1.813 4.575 -0.0002
H 4.498 1.158 1.750 0.0005
H 2.249 3.805 3.094 0.0000
H 4.553 -0.068 0.235 0.0003
H 2.244 -5.638 -4.023 0.0001
H 3.353 0.263 -3.308 0.0012
H 1.099 2.509 2.763 -0.0034
H -3.667 1.703 -0.629 -0.0170
H 3.220 4.322 0.157 -0.0001
H -3.348 -4.045 2.211 -0.0008
H -4.600 -1.418 -0.597 -0.0153
H -3.206 0.392 2.936 -0.0031
H -2.746 2.006 0.868 0.0096
H 1.936 -0.367 -2.473 -0.0196
H -0.195 1.987 6.129 0.0001
H -5.405 0.138 -0.607 0.0059
H -5.734 -1.048 0.700 0.0030
H -1.082 -4.338 1.732 0.0001
H 1.137 3.933 1.708 -0.0011
H -4.480 -0.848 2.755 -0.0002
H -1.171 -3.312 -5.391 -0.0007
H 0.859 3.688 -0.316 0.0043
H 3.981 4.361 1.760 -0.0006
H -1.120 -2.007 -3.289 -0.0092
H 4.602 -0.776 -1.380 0.0060
H 4.887 1.552 -2.505 0.0001
H 1.811 3.263 -1.692 -0.0108
H 1.965 1.316 -2.998 0.0006
H 3.867 2.899 -1.998 -0.0001
H -4.326 -2.674 1.654 -0.0008
H 3.201 -1.075 -0.331 -0.0094
H 2.601 -0.002 5.223 0.0001
H 4.039 2.105 3.168 0.0003
H 4.687 3.358 0.504 0.0005
H -4.537 2.176 0.802 0.0011
H 3.006 0.759 2.646 -0.0081
H -3.047 -1.046 -1.867 0.0416
H -1.770 -3.292 -1.152 -0.0088
H -3.528 -3.217 -0.820 0.0002
H 2.263 -4.358 -1.936 -0.0012
H -2.539 -4.562 -0.194 0.0008
H -0.660 -2.764 2.425 0.0004
H -2.957 0.731 -3.767 -0.0048
H -1.996 2.973 -4.404 0.0004
H 0.499 -5.098 -5.783 -0.0009
H 1.982 1.133 6.393 -0.0010
H -0.192 3.964 -2.978 0.0011
```

Summary:
net charge: +1
orbital gap (alpha / beta): 6.208 / 4.708 eV
<S²>: 6.439
M: 657.6 g/mol
relative energy (zero: lowest compared OMol25 entry of this formula, charge and spin): 77.6 kcal per mole
LUMO (alpha / beta): -2.1 / -3.6 eV
spin multiplicity: 5

=====

# C5H6O

An isolated molecule of C5H6O (ωB97M-V/def2-TZVPD, OMol25).

XYZ file:
```
12
Properties=species:S:1:pos:R:3:nbo_charge:R:1
O -1.690 -1.498 0.109 -0.5244
C -0.950 -0.574 -0.132 0.6163
C 0.418 -0.809 -0.780 -0.5872
C 1.477 -0.253 0.065 0.0030
C 2.282 0.221 0.824 -0.2439
C -1.308 0.859 0.198 -0.7301
H 2.997 0.630 1.503 0.2422
H 0.546 -1.885 -0.929 0.2587
H 0.428 -0.321 -1.764 0.2499
H -0.734 1.578 -0.393 0.2226
H -1.085 1.045 1.254 0.2509
H -2.380 1.007 0.046 0.2421
```

Summary:
net charge: 0
orbital gap: 10.563 eV
SMILES: C#CCC(C)=O
M: 82.1 g/mol
relative energy (zero: lowest compared OMol25 entry of this formula, charge and spin): 36.0 kcal per mole
LUMO: 0.9 eV

=====

# C35H36BBrFeN5O6

A structure of composition C35H36BBrFeN5O6 in a non-equilibrium geometry (ωB97M-V/def2-TZVPD, OMol25).

XYZ file:
```
85
Properties=species:S:1:pos:R:3:mulliken_spin:R:1
Br -0.348 2.387 -1.446 -0.0015
Fe -0.301 0.318 -0.108 1.9605
O -0.501 1.124 1.674 0.0165
O 2.503 -0.499 -1.048 0.0222
O 4.394 1.352 2.471 0.0048
O -0.271 3.064 3.286 0.0024
O 2.185 0.666 1.089 0.0027
O 3.446 1.573 -0.698 0.0168
N 0.360 -1.289 0.722 0.1434
N 1.199 -1.354 1.785 -0.0784
N -2.771 0.538 0.524 0.5109
N -0.849 -1.026 -1.498 0.1245
N -2.776 0.648 1.850 0.2813
C -1.398 -0.807 -2.697 -0.0493
C -1.136 -3.405 -1.858 0.0489
C -0.924 2.322 4.190 -0.0048
C -1.428 0.512 2.463 -0.0156
C 4.055 2.190 -2.930 -0.0008
C -5.734 -0.741 -5.589 0.0023
C 2.088 0.135 -3.311 0.0202
C 3.850 0.565 3.434 0.0361
C 1.983 -0.370 1.985 0.1261
C 4.052 -0.188 5.717 0.0270
C -5.167 0.266 -4.818 -0.0043
C -1.709 2.087 6.463 -0.0011
C 4.508 0.575 4.661 -0.0167
C 3.171 -0.170 -2.290 -0.0100
C -1.032 2.807 5.496 0.0014
C -0.006 -2.449 0.161 0.2548
C 2.914 -0.972 5.564 -0.0163
C -5.829 -2.155 -3.653 0.0021
C -4.278 1.150 -2.674 -0.0578
C -6.067 -1.956 -5.010 -0.0052
C -2.289 0.860 6.155 0.0032
C -5.262 -1.151 -2.888 0.0038
C -3.877 1.062 -0.078 -0.1182
C 2.261 -0.988 4.348 0.0247
C 4.061 1.074 -1.903 0.0007
C -1.506 1.084 3.869 0.0332
C 3.955 -1.398 -2.720 -0.0017
C -4.924 0.075 -3.461 0.0097
C -1.828 -1.819 -3.526 0.1664
C -1.701 -3.149 -3.075 0.0090
C 2.717 -0.247 3.253 -0.0104
C 5.490 0.702 -1.526 -0.0002
C -2.174 0.374 4.860 -0.0091
C -0.680 -2.325 -1.060 0.1018
C -4.062 1.109 -1.389 0.3515
B 2.645 0.576 -0.209 0.0034
H -2.050 -3.967 -3.694 0.0010
H 4.699 2.999 -2.581 0.0000
H -0.570 3.760 5.722 0.0001
H -1.480 0.236 -2.979 -0.0086
H 2.529 0.361 -4.283 -0.0008
H 3.749 1.487 1.761 0.0008
H -3.360 1.380 2.250 0.0105
H 2.530 -1.554 6.392 -0.0005
H 5.981 1.586 -1.120 0.0000
H -6.075 -3.105 -3.195 0.0006
H -6.505 -2.745 -5.609 -0.0003
H -3.934 2.019 -3.233 0.0265
H 0.287 -3.398 0.593 0.0295
H 5.379 1.211 4.757 -0.0007
H 4.435 1.834 -3.890 0.0000
H -0.239 2.505 2.449 0.0081
H -2.280 -1.586 -4.479 0.0081
H 6.055 0.350 -2.391 0.0000
H 5.502 -0.071 -0.756 0.0001
H -1.250 -0.571 2.537 -0.0170
H -2.812 0.290 6.911 0.0000
H 4.574 -0.157 6.666 0.0030
H 1.461 0.968 -2.989 -0.0034
H -1.019 -4.416 -1.491 0.0028
H 1.450 -0.744 -3.415 0.0017
H -4.653 1.500 0.556 0.0106
H 4.642 -1.734 -1.946 0.0000
H 1.368 -1.581 4.208 0.0083
H -5.912 -0.576 -6.645 -0.0004
H -4.898 1.212 -5.274 -0.0006
H -1.780 2.482 7.469 0.0000
H 3.049 2.582 -3.062 0.0002
H -2.607 -0.587 4.600 0.0020
H 4.521 -1.187 -3.631 0.0002
H 3.252 -2.204 -2.928 0.0021
H -5.050 -1.314 -1.838 0.0049
```

Summary:
net charge: -1
orbital gap (alpha / beta): 5.506 / 7.142 eV
<S²>: 6.065
M: 769.3 g/mol
LUMO (alpha / beta): 2.6 / 2.5 eV
spin multiplicity: 5

=====

# C21H51B3N4O6

A cluster of 3 separate species, C21H51B3N4O6 in total in a non-equilibrium geometry (ωB97M-V/def2-TZVPD, OMol25).

XYZ file:
```
85
Properties=species:S:1:pos:R:3:lowdin_charge:R:1
O 2.291 -3.535 3.048 0.1133
O 0.612 -4.962 2.082 0.2982
O 3.994 1.821 1.855 -0.0396
O -1.361 -3.942 1.285 0.2714
O 0.072 -2.748 2.815 0.3259
O -2.856 0.312 1.262 0.1094
N 4.370 -1.725 0.842 -0.0453
N -1.525 -1.116 -0.022 -0.1701
N 2.446 6.237 2.903 -0.1995
N -3.196 -2.799 -4.875 -0.2015
C 1.918 5.547 4.065 -0.2726
C -2.319 -2.780 -6.032 -0.2530
C -3.918 -5.238 -4.572 -0.0796
C 1.989 5.741 1.617 -0.2442
C -2.325 -0.873 -1.226 -0.0688
C 3.295 -3.633 2.035 -0.1407
C -2.688 -3.655 -7.237 -0.0855
C 1.146 8.427 3.190 -0.0865
C -0.228 -0.407 -0.063 -0.0436
C -5.327 -2.018 -3.883 -0.0850
C -4.519 -2.267 -5.146 -0.2731
C 2.918 -0.021 2.979 -0.0236
C -2.252 -0.736 1.163 -0.4285
C 3.157 -2.562 0.950 -0.1750
C 4.101 -0.294 0.727 -0.1938
C -3.157 -4.005 -4.066 -0.2514
C 2.151 4.045 4.025 -0.0933
C 0.478 5.727 1.344 -0.0800
C 4.057 0.416 2.073 -0.4228
C 2.479 7.680 3.055 -0.2512
C -2.204 -1.737 2.301 0.0493
B -0.307 -4.792 1.060 -0.3097
B -1.116 -2.865 2.121 -0.5305
B 1.010 -3.767 2.646 -0.7249
H 4.254 -3.483 2.525 0.1254
H 2.970 0.525 3.917 0.0875
H -0.148 -5.309 0.003 0.1210
H -6.264 -1.519 -4.130 0.0744
H 2.428 5.949 4.945 0.1180
H 4.914 0.166 0.166 0.1231
H -4.389 -1.312 -5.664 0.1176
H 2.956 -1.085 3.202 0.0728
H 2.491 6.318 0.837 0.1149
H -3.734 -3.542 -7.522 0.0658
H -2.494 -4.711 -7.050 0.0549
H 0.616 8.493 2.241 0.0544
H -0.089 5.341 2.192 0.0666
H 0.266 5.079 0.490 0.0701
H 0.573 -1.126 -0.247 0.0738
H 2.367 4.722 1.497 0.0927
H -2.109 -4.269 -3.907 0.1135
H -3.072 -1.663 -1.310 0.0781
H 3.318 -4.638 1.610 0.1253
H -2.082 -3.366 -8.098 0.0698
H -2.854 0.079 -1.181 0.0864
H -3.537 -3.756 -3.072 0.0927
H 1.828 3.596 4.965 0.0753
H -4.773 -1.377 -3.194 0.0653
H 0.094 6.716 1.098 0.0540
H -1.981 -1.169 3.203 0.1234
H -0.201 0.323 -0.868 0.0888
H -0.016 0.098 0.877 0.0878
H -1.310 -3.040 -5.700 0.1100
H -2.255 -1.742 -6.372 0.1084
H -5.581 -2.944 -3.367 0.0670
H 3.006 -3.062 -0.009 0.1263
H 3.208 3.815 3.883 0.0793
H -4.914 -4.984 -4.938 0.0669
H -1.712 -0.934 -2.118 0.0867
H 0.843 5.734 4.218 0.1020
H 4.991 0.191 2.587 0.1442
H 4.893 -2.011 0.032 0.1021
H 0.486 7.960 3.922 0.0651
H 3.066 2.053 1.848 0.0594
H -3.199 -2.167 2.401 0.1313
H 3.191 -0.078 0.151 0.1183
H 1.333 9.449 3.525 0.0691
H 3.084 7.897 3.940 0.1088
H 2.321 -1.901 1.159 0.0922
H -5.107 -2.907 -5.823 0.1016
H 3.037 8.098 2.212 0.1109
H -4.045 -5.951 -3.754 0.0719
H 1.581 3.565 3.227 0.0588
H 1.951 0.159 2.500 0.0772
H -3.384 -5.755 -5.367 0.0547
```

Summary:
net charge: 0
orbital gap: 8.481 eV
SMILES: C[C@H](O)CNCCOB1OBOB(CC(=O)N(C)C)O1.CCN(CC)CC.CCN(CC)CC
M: 488.1 g/mol
relative energy (zero: lowest compared OMol25 entry of this formula, charge and spin): 0.0 kcal per mole
LUMO: 0.4 eV

=====

# C4H3O3

A structure of composition C4H3O3 in a non-equilibrium geometry (ωB97M-V/def2-TZVPD, OMol25).

XYZ file:
```
10
Properties=species:S:1:pos:R:3:nbo_charge:R:1
O 0.333 -2.714 -0.530 -0.5891
O 1.880 -1.020 -0.406 -0.6577
O -0.279 -0.433 -1.141 -0.6683
C -1.792 0.379 0.919 -0.3231
C -0.946 0.350 -0.087 -0.0104
C -0.461 1.329 0.951 -0.5531
C 0.892 -1.685 -0.565 1.0168
H 0.491 0.104 -1.570 0.5086
H -0.510 2.494 0.796 0.1241
H 0.393 1.195 1.634 0.1520
```

Summary:
net charge: -1
orbital gap: 6.778 eV
M: 99.1 g/mol
relative energy (zero: lowest compared OMol25 entry of this formula, charge and spin): 87.3 kcal per mole
LUMO: 3.7 eV